# 1
{
  "formula": "C4H7NO2",
  "method": "ωB97M-V/def2-TZVPD",
  "homo_lumo_gap_ev": 9.6,
  "max_force_ha_per_bohr": 0.028,
  "relative_energy_kcal_mol": 64.5,
  "elements": ["N", "C", "H", "H", "C", "O", "O", "H", "C", "H", "C", "H", "H", "H"],
  "coordinates": [[0.71031, 0.81000, -1.18006], [0.93900, 0.87613, 2.19204], [-0.57989, -0.76633, 2.14326], [-2.06156, -1.94642, -0.85962], [0.71688, 2.07612, -1.15071], [-1.18721, -1.15099, 1.49835], [1.31219, 1.94588, 2.22328], [-0.12395, 2.72004, -1.43518], [-0.44763, -1.60587, 0.45361], [0.63031, -1.63153, 0.61334], [-0.98952, -1.99169, -0.69803], [-0.35048, -2.36543, -1.48978], [-0.19203, 0.44517, -1.49648], [1.62359, 2.58492, -0.81402]],
  "mulliken_charge": [-0.45, 0.03, 0.37, 0.28, -0.33, -0.48, -0.10, 0.23, 0.18, 0.31, -0.90, 0.30, 0.25, 0.30]
}

=====

# 2
{
  "formula": "C4H7NO2",
  "method": "ωB97M-V/def2-TZVPD",
  "homo_lumo_gap_ev": 10.1,
  "max_force_ha_per_bohr": 0.024,
  "relative_energy_kcal_mol": 106.4,
  "elements": ["H", "C", "H", "H", "H", "O", "N", "C", "C", "H", "H", "O", "C", "H"],
  "coordinates": [[2.48095, -0.02258, 0.28286], [0.40117, -0.38525, 0.11092], [-1.16001, 1.28758, -0.56989], [1.64829, 1.06856, -0.84540], [-2.46497, 0.02556, -0.84826], [0.19586, -0.33343, 2.34053], [-0.25394, -0.80348, 1.12309], [-0.47240, -0.69302, -1.07307], [1.56284, 0.54695, 0.11192], [1.45786, 1.26937, 0.92640], [-0.46669, -0.70945, 2.93386], [-0.68240, 0.11150, -2.22210], [-1.46393, 0.36478, -1.06384], [-0.78263, -1.72709, -1.20704]],
  "mulliken_charge": [0.34, 0.54, 0.25, 0.31, 0.29, -0.39, -0.51, 0.00, -1.07, 0.35, 0.37, -0.43, -0.43, 0.39]
}

=====

# 3
{
  "formula": "C4H7NO2",
  "method": "ωB97M-V/def2-TZVPD",
  "homo_lumo_gap_ev": 10.4,
  "max_force_ha_per_bohr": 0.010,
  "relative_energy_kcal_mol": 48.6,
  "elements": ["H", "C", "H", "O", "H", "O", "H", "H", "C", "H", "C", "H", "C", "N"],
  "coordinates": [[1.35230, -0.96315, -1.80523], [1.58265, -0.22596, -1.00628], [2.42741, -0.53634, 0.90130], [0.51899, -0.08019, 1.24979], [-0.57208, 0.57390, -1.36409], [1.91517, 0.90133, -1.27090], [-1.07422, -1.02457, -0.75930], [1.29548, -1.82458, 0.42922], [1.46032, -0.73880, 0.42781], [-2.18251, 0.35601, -0.70363], [-1.14016, 0.05595, -0.58662], [-2.10876, 1.55468, 1.19440], [-0.65318, 0.44477, 0.79223], [-1.23759, 1.22267, 1.59993]],
  "mulliken_charge": [0.38, -0.13, 0.29, -0.39, 0.34, -0.43, 0.30, 0.30, -0.27, 0.35, -1.17, 0.23, 0.90, -0.70]
}

=====

# 4
{
  "formula": "C4H7NO2",
  "method": "ωB97M-V/def2-TZVPD",
  "homo_lumo_gap_ev": [8.3, 8.3],
  "max_force_ha_per_bohr": 0.008,
  "relative_energy_kcal_mol": 131.6,
  "elements": ["H", "H", "C", "N", "O", "H", "H", "C", "H", "H", "C", "C", "H", "O"],
  "coordinates": [[-2.25180, 0.44918, -0.66116], [-1.79336, -1.31056, -0.30739], [0.97701, 0.20224, -0.75124], [-0.44612, 1.42507, 1.08047], [1.00891, 1.41752, -0.26213], [1.43657, 0.09457, -1.74134], [-0.18059, -0.07821, -1.07994], [1.21537, -0.85648, 0.32010], [-1.10850, 2.03893, 0.60061], [1.21939, -1.87690, -0.08256], [-1.58374, -0.25311, -0.16789], [-0.78145, 0.15927, 0.88365], [2.14640, -0.65516, 0.85353], [0.14192, -0.75636, 1.31528]],
  "mulliken_charge": [0.30, 0.32, 0.01, -0.45, -0.46, 0.48, 0.01, -0.42, 0.27, 0.27, -0.48, 0.23, 0.26, -0.35]
}

=====

# 5
{
  "formula": "C4H7NO2",
  "method": "ωB97M-V/def2-TZVPD",
  "homo_lumo_gap_ev": 10.3,
  "max_force_ha_per_bohr": 0.015,
  "relative_energy_kcal_mol": 100.9,
  "elements": ["O", "H", "H", "H", "C", "H", "H", "N", "C", "C", "C", "H", "H", "O"],
  "coordinates": [[0.91370, -1.43600, -0.97645], [-1.14804, -1.24324, -0.71855], [0.66263, 1.38284, -1.57509], [-0.24201, -1.74432, 0.73265], [-0.29074, -1.83302, -0.36557], [1.62479, -0.47975, 0.70960], [2.45522, -0.14961, -0.83292], [-0.81314, 2.10251, 1.13569], [-0.19256, 1.44210, 0.29258], [1.47443, -0.29756, -0.36662], [0.62528, 0.92686, -0.58885], [-0.44148, -2.88180, -0.62536], [-2.47323, 2.45440, 1.88464], [-2.15486, 1.75660, 1.29426]],
  "mulliken_charge": [-0.37, 0.26, 0.30, 0.33, -0.67, 0.38, 0.28, -0.46, 0.60, -0.44, -0.48, 0.24, 0.37, -0.34]
}

=====

# 6
{
  "formula": "C4H7NO2",
  "method": "ωB97M-V/def2-TZVPD",
  "homo_lumo_gap_ev": 10.7,
  "max_force_ha_per_bohr": 0.047,
  "relative_energy_kcal_mol": 70.9,
  "elements": ["H", "C", "C", "H", "H", "H", "C", "H", "N", "O", "H", "C", "O", "H"],
  "coordinates": [[-2.01983, 0.46904, -0.95441], [1.19445, 0.12467, -0.11222], [-1.62449, 0.87035, -0.03540], [1.86279, 1.85402, -0.29302], [1.32090, -1.70364, -1.29610], [-0.99904, 1.76537, -0.34848], [-0.82136, -0.40800, 0.66361], [-2.35080, 1.28506, 0.65352], [2.02586, 0.90654, -0.64225], [0.30690, 0.46256, 0.82684], [1.45074, -1.89389, 0.48465], [0.96423, -1.34250, -0.33787], [-0.45699, -1.42816, -0.25897], [-0.85337, -0.96142, 1.65009]],
  "mulliken_charge": [0.34, 0.53, -0.97, 0.27, 0.30, 0.24, 0.14, 0.31, -0.70, -0.35, 0.22, -0.28, -0.39, 0.36]
}

=====

# 7
{
  "formula": "C4H7NO2",
  "method": "ωB97M-V/def2-TZVPD",
  "homo_lumo_gap_ev": 10.9,
  "max_force_ha_per_bohr": 0.016,
  "relative_energy_kcal_mol": 39.4,
  "elements": ["O", "N", "H", "O", "C", "H", "H", "H", "C", "H", "H", "C", "H", "C"],
  "coordinates": [[0.53530, -1.38498, 0.21584], [1.45221, 1.10879, 0.55604], [-2.34421, -0.79402, 0.89334], [3.30042, -0.38329, 0.72692], [0.03525, 0.91444, 0.52217], [-0.41599, 1.58584, -0.21899], [1.08052, 0.65225, -1.87954], [-1.81489, -1.92778, -0.37394], [2.32774, 0.26089, 0.63682], [0.49243, 0.34518, -2.21497], [-2.23095, -0.23431, -0.78399], [-0.33124, -0.54017, 0.21799], [-0.40348, 1.18820, 1.49186], [-1.77306, -0.89051, -0.03669]],
  "mulliken_charge": [-0.55, -0.49, 0.32, -0.45, -0.70, 0.36, -0.05, 0.34, 0.79, 0.07, 0.31, 0.92, 0.36, -1.25]
}

=====

# 8
{
  "formula": "C4H7NO2",
  "method": "ωB97M-V/def2-TZVPD",
  "homo_lumo_gap_ev": 10.6,
  "max_force_ha_per_bohr": 0.071,
  "relative_energy_kcal_mol": 49.9,
  "elements": ["H", "C", "C", "H", "H", "H", "H", "H", "C", "O", "N", "H", "C", "O"],
  "coordinates": [[0.87600, -1.05759, 0.53618], [0.03395, 1.34909, -0.54471], [0.55955, -0.82407, -1.51345], [-0.36868, 1.78262, 0.37765], [0.48123, -0.48636, -2.58208], [-0.34286, 1.62630, -1.51151], [-1.29735, -0.32026, -0.70986], [-0.16062, -1.07284, 2.96315], [-0.27071, -0.16209, -0.50219], [1.25703, -1.73807, -1.25806], [-0.03417, -0.75916, 0.86508], [1.15518, 1.58730, -0.55260], [-0.55919, -0.44512, 2.14566], [-1.32936, 0.52024, 2.28674]],
  "mulliken_charge": [0.26, -1.15, 0.04, 0.33, 0.32, 0.36, 0.35, 0.36, -0.03, -0.45, -0.19, 0.29, 0.06, -0.55]
}

=====

# 9
{
  "formula": "C4H7NO2S",
  "method": "ωB97M-V/def2-TZVPD",
  "homo_lumo_gap_ev": 9.9,
  "max_force_ha_per_bohr": 0.021,
  "relative_energy_kcal_mol": 33.8,
  "elements": ["H", "N", "H", "O", "H", "C", "H", "H", "O", "S", "C", "H", "H", "C", "C"],
  "coordinates": [[1.96028, 0.64764, -0.00850], [-0.25236, 0.02781, -1.23578], [0.77678, -0.46230, 2.70382], [-0.23578, -2.09558, -2.00792], [0.85703, 1.77908, 0.54195], [-0.01502, -0.20406, 0.16935], [0.31755, -1.21715, 0.35704], [-1.76632, 1.03419, 0.46528], [-1.63798, -0.40521, 1.93916], [1.68637, 0.43806, 2.34273], [-1.28027, 0.15882, 0.95051], [-0.64636, -0.48483, -3.18418], [-0.43081, 0.99021, -1.48078], [1.10252, 0.71558, 0.64613], [-0.43564, -0.92229, -2.19882]],
  "mulliken_charge": [0.43, -0.17, 0.14, -0.53, 0.36, -0.08, 0.37, 0.28, -0.44, -0.23, -0.04, 0.34, 0.28, -0.71, -0.02]
}

=====

# 10
{
  "formula": "C4H7NO2S",
  "method": "ωB97M-V/def2-TZVPD",
  "homo_lumo_gap_ev": 10.2,
  "max_force_ha_per_bohr": 0.028,
  "relative_energy_kcal_mol": 18.5,
  "elements": ["O", "O", "H", "C", "N", "H", "H", "H", "C", "S", "C", "C", "H", "H", "H"],
  "coordinates": [[2.60977, -0.41789, -1.90603], [-1.71842, -0.42994, -1.61261], [1.88862, 0.73820, -0.41060], [-0.61649, -0.71292, 1.24797], [0.43338, 0.21257, -1.80446], [-0.23913, -1.57759, 0.69790], [-1.57421, -0.95137, 1.71324], [0.02919, 1.23009, 0.62703], [1.73341, 0.15729, -1.32216], [0.50931, -0.44114, 2.65981], [-0.75832, 0.08516, -1.09689], [-0.76251, 0.55245, 0.32736], [0.31589, -0.09854, -2.76196], [-0.13144, 0.64996, 3.10431], [-1.71905, 1.00367, 0.53711]],
  "mulliken_charge": [-0.50, -0.57, 0.31, -0.60, -0.12, 0.37, 0.34, 0.42, 0.09, -0.21, 0.33, -0.58, 0.26, 0.12, 0.33]
}